Formula: C4H6BFLuNO4S
Source: the OMol25 dataset
Level of theory: ωB97M-V/def2-TZVPD

The geometry in XYZ format:
```
19
Properties=species:S:1:pos:R:3:forces:R:3
O 4.372 0.005 0.323 -4.689 1.453 2.486
C 3.275 0.376 0.757 3.292 -0.894 0.242
F 2.811 0.219 2.077 0.967 0.510 -3.862
N 2.335 1.075 -0.177 -0.812 -3.484 -0.762
C 1.401 0.005 -0.617 1.258 1.803 -0.238
O 1.660 -0.577 -1.766 -1.661 -0.907 -0.106
B 0.076 -0.391 0.273 0.890 0.645 1.074
O -0.813 -1.114 -0.704 -0.553 -1.585 -3.435
C -2.120 -0.983 -0.007 -0.404 0.501 1.195
C -1.980 0.623 0.301 0.224 -0.241 -1.416
S -3.454 1.362 1.136 0.437 -0.079 0.224
O -0.672 0.709 0.924 -0.966 -1.142 -1.644
H 2.937 1.364 -0.980 -0.368 -0.411 0.714
H 0.407 -1.285 1.006 0.558 0.026 0.476
H -3.063 -1.270 -0.588 1.680 0.352 0.491
H -1.927 -1.662 0.910 -0.982 1.371 -1.188
H -1.925 1.085 -0.748 -0.148 -0.477 1.340
H -3.627 2.672 0.663 0.856 -1.368 -0.077
Lu 0.308 -2.212 -2.782 0.420 3.924 4.485
```
Forces are in eV/Å.

Summary:
Highest occupied orbital energy in eV: -14.885
Net charge: +2
E in a.u.: -2269.36464
LUMO level in Eh: -0.4580
Strongest force on any atom in Eh/bohr: 0.1162
Energy above the lowest of the compared OMol25 structures with the same formula, charge and spin in kcal/mol: 88.50
Kohn-Sham gap in eV: 2.42



Formula: C4H6Br4
Source: the OMol25 dataset
Level of theory: ωB97M-V/def2-TZVPD

The geometry in XYZ format:
```
14
Properties=species:S:1:pos:R:3:forces:R:3
C -0.293 2.371 -0.463 -2.056 -0.896 -0.721
C -0.963 -2.547 -0.063 -1.286 -0.917 -1.162
C -0.262 -2.264 -1.129 -0.977 -0.396 0.067
C -1.074 1.413 0.031 0.432 0.553 0.435
Br 3.850 0.891 2.098 -0.028 0.016 -0.014
Br 1.067 -1.028 -1.344 1.082 0.546 0.146
Br -0.930 0.887 1.855 0.111 -0.148 -0.362
Br -2.473 0.553 -0.929 0.352 0.516 0.195
H 0.513 2.859 -0.017 1.006 0.314 1.231
H 4.480 2.022 2.677 0.000 -0.015 -0.002
H -0.586 2.795 -1.400 0.050 -0.143 -0.761
H -0.810 -2.179 0.874 0.734 1.132 2.444
H -1.901 -3.107 -0.160 0.619 -0.163 -0.184
H -0.619 -2.665 -2.031 -0.040 -0.399 -1.311
```
Forces are in eV/Å.

Summary:
Highest occupied orbital energy in eV: -9.177
Net charge: 0
E in a.u.: -10451.98862
LUMO level in Eh: 0.0165
Strongest force on any atom in Eh/bohr: 0.0543
Energy above the lowest of the compared OMol25 structures with the same formula, charge and spin in kcal/mol: 57.94
Kohn-Sham gap in eV: 9.63



Formula: C5H10NO
Source: the OMol25 dataset
Level of theory: ωB97M-V/def2-TZVPD

The geometry in XYZ format:
```
17
Properties=species:S:1:pos:R:3:forces:R:3
C -1.750 -1.825 0.842 1.194 2.048 -0.171
C 0.318 -0.767 -3.111 1.387 -1.216 -0.637
C -1.139 -0.811 0.776 1.304 1.659 -0.115
C -0.217 1.635 0.132 0.331 -2.114 -1.166
C -0.245 0.331 0.975 2.390 0.373 1.940
N 1.257 -0.116 0.776 -2.129 -1.683 -0.456
O 0.678 -1.086 -1.975 -0.835 1.003 -2.162
H -2.387 -2.582 0.781 -2.161 -2.998 -0.070
H -0.371 0.105 -3.370 0.612 -0.896 0.658
H 0.749 -1.359 -4.091 -1.039 1.203 2.330
H -1.221 1.919 0.030 -1.263 0.733 -0.781
H 0.325 2.436 0.573 0.442 0.471 0.897
H 0.330 1.420 -0.860 -1.395 0.249 1.196
H -0.176 0.476 2.103 -0.848 0.531 -1.370
H 1.735 0.711 0.580 1.393 1.635 -0.102
H 1.226 -0.645 -0.114 0.462 -0.496 0.360
H 1.633 -0.571 1.603 0.154 -0.503 -0.351
```
Forces are in eV/Å.

Summary:
Highest occupied orbital energy in eV: -14.223
Net charge: +1
E in a.u.: -326.13441
LUMO level in Eh: -0.1181
Strongest force on any atom in Eh/bohr: 0.0719
Energy above the lowest of the compared OMol25 structures with the same formula, charge and spin in kcal/mol: 92.49
Kohn-Sham gap in eV: 11.01



Formula: C18H7Cl4CoF3IN3O3S
Source: the OMol25 dataset
Level of theory: ωB97M-V/def2-TZVPD

The geometry in XYZ format:
```
41
Properties=species:S:1:pos:R:3:forces:R:3
Co 0.117 -0.326 0.282 -0.210 0.206 -0.191
Cl 5.742 -0.648 3.728 -0.004 0.002 0.003
C 4.068 -0.583 3.288 0.016 -0.001 -0.025
C 3.087 -0.589 4.264 -0.019 -0.003 0.022
Cl 3.515 -0.662 5.941 0.002 0.001 -0.003
C 1.736 -0.534 3.892 0.022 0.000 -0.009
Cl 0.475 -0.543 5.079 -0.007 -0.002 0.007
C 1.370 -0.470 2.558 -0.038 -0.015 0.010
O 0.117 -0.415 2.137 0.100 0.025 0.174
C 2.374 -0.464 1.558 0.006 -0.010 -0.058
O 1.967 -0.405 0.304 0.175 0.056 0.068
C 3.707 -0.522 1.934 0.000 -0.001 0.026
Cl 4.903 -0.511 0.684 0.004 -0.001 -0.004
F 1.490 4.012 -2.395 -0.009 -0.002 -0.001
C 0.423 3.494 -3.020 0.012 0.002 -0.003
F 0.495 3.899 -4.309 0.002 -0.004 0.009
F -0.668 4.085 -2.497 0.003 -0.002 -0.003
C 0.359 2.000 -2.917 0.003 0.011 0.012
C 0.369 1.212 -4.050 -0.002 -0.013 -0.010
C 0.291 -0.174 -3.951 0.007 -0.002 0.006
C 0.188 -0.731 -2.692 0.030 0.029 -0.015
N 0.168 0.036 -1.610 -0.048 -0.026 -0.027
C 0.271 1.376 -1.657 0.038 0.088 -0.044
S 0.247 2.037 -0.072 -0.013 -0.147 0.095
H 0.441 1.683 -5.021 0.000 0.001 0.000
H 0.309 -0.802 -4.829 -0.002 0.001 -0.001
H 0.121 -1.795 -2.504 -0.005 -0.004 -0.001
I -5.210 1.818 -1.310 -0.008 0.007 -0.007
C -4.057 0.475 -0.215 0.023 0.015 0.003
C -4.646 -0.498 0.574 -0.012 -0.001 0.006
C -3.818 -1.349 1.284 0.007 0.013 0.004
C -2.446 -1.215 1.166 0.001 0.067 0.091
N -1.891 -0.280 0.392 -0.029 -0.020 -0.078
C -2.677 0.563 -0.276 0.014 -0.071 -0.026
H -5.722 -0.583 0.636 0.001 0.002 0.004
H -4.226 -2.116 1.927 -0.001 -0.002 -0.002
H -1.754 -1.844 1.705 0.022 -0.022 -0.014
H -2.181 1.332 -0.852 -0.021 -0.009 -0.024
O 0.606 -4.447 0.526 0.034 -0.003 -0.035
C 0.336 -3.310 0.294 -0.026 0.006 0.081
N 0.002 -2.205 0.021 -0.067 -0.173 -0.039
```
Forces are in eV/Å.

Summary:
Highest occupied orbital energy in eV: -4.364
Net charge: -1
E in a.u.: -5299.34991
LUMO level in Eh: 0.0660
Strongest force on any atom in Eh/bohr: 0.0068
Energy above the lowest of the compared OMol25 structures with the same formula, charge and spin in kcal/mol: 0.00
Kohn-Sham gap in eV: 6.16



Formula: C41H105AsF6N7O10
Source: the OMol25 dataset
Level of theory: ωB97M-V/def2-TZVPD

The geometry in XYZ format:
```
170
Properties=species:S:1:pos:R:3:forces:R:3
As -1.620 0.264 -2.260 0.160 0.187 -0.008
F -1.718 -0.624 -0.691 0.452 0.636 -1.638
F -2.841 1.386 -1.660 0.782 -0.260 0.042
F -1.581 1.221 -3.761 0.110 -0.721 0.846
F -0.421 -0.879 -3.012 -1.301 1.063 1.130
F -2.986 -0.700 -2.877 1.193 0.275 0.229
F -0.266 1.284 -1.602 -1.381 -1.187 -0.615
C -1.219 -7.491 3.364 0.457 0.459 0.008
C -2.440 -8.229 3.885 -1.417 -1.752 1.501
C -2.361 -9.796 3.674 0.420 1.418 -1.589
C -1.239 -10.467 4.423 0.017 0.495 1.052
C -1.581 -10.311 5.939 -0.354 -0.631 -2.630
C -1.711 -8.832 6.318 1.818 0.515 -1.091
N -2.611 -8.113 5.348 -0.072 -2.882 0.009
O -3.103 -6.901 5.740 0.341 1.389 0.838
C -2.253 -8.876 7.688 -1.608 1.103 1.382
C -0.285 -8.154 6.371 -0.686 0.143 -0.137
C -3.778 -7.774 3.220 0.871 0.475 -0.868
H -0.259 -7.845 3.739 -0.208 -0.746 -0.180
H -1.157 -6.478 3.762 -0.672 0.331 -0.338
H -1.178 -7.484 2.275 -0.034 0.147 0.007
H -3.324 -10.282 3.833 -0.086 0.224 0.579
H -2.245 -9.883 2.593 0.384 -0.256 -0.269
H -0.286 -9.962 4.265 0.072 -0.205 -0.481
H -1.170 -11.506 4.102 0.189 -0.071 0.228
H -0.915 -10.911 6.558 0.103 0.455 0.265
H -2.562 -10.786 5.922 -0.275 0.076 0.890
H -2.599 -7.904 8.038 0.246 0.325 -0.022
H -3.162 -9.476 7.712 0.092 -0.374 0.139
H -1.524 -9.210 8.427 -0.063 -0.302 -0.222
H 0.206 -8.291 7.335 0.010 -0.180 -0.029
H 0.382 -8.483 5.575 -0.038 -0.114 0.139
H -0.434 -7.083 6.234 0.056 0.092 0.088
H -3.634 -7.846 2.142 0.151 0.053 -0.212
H -4.015 -6.725 3.400 0.143 -0.037 0.200
H -4.682 -8.362 3.380 0.311 -0.288 0.716
H -3.995 -7.096 6.037 -0.170 0.140 0.030
C 8.876 -3.766 5.828 0.504 -0.349 -0.416
C 8.854 -2.271 5.406 -0.780 -0.624 1.478
C 9.830 -1.913 4.259 -0.450 -0.750 0.651
C 9.295 -2.329 2.905 -0.261 1.071 0.093
C 7.936 -1.698 2.646 0.683 0.247 0.580
C 6.883 -1.997 3.745 0.362 -0.645 -1.170
N 7.469 -1.747 5.107 0.456 1.247 -1.402
O 6.501 -1.923 6.147 0.687 -1.102 -0.479
C 5.734 -1.055 3.419 -1.165 0.810 1.430
C 6.471 -3.473 3.497 0.145 0.020 1.086
C 9.358 -1.583 6.700 -0.880 -0.642 -0.084
H 9.931 -3.971 6.010 0.087 -0.334 0.032
H 8.511 -4.526 5.137 0.082 0.315 -0.290
H 8.360 -3.978 6.764 -0.181 0.434 0.009
H 10.090 -0.867 4.425 -0.354 0.313 -0.746
H 10.786 -2.421 4.384 -0.017 -0.284 0.516
H 9.192 -3.413 2.853 0.380 -0.046 -0.082
H 9.976 -1.944 2.146 0.123 -0.456 -0.236
H 7.612 -2.043 1.664 -0.526 0.048 0.122
H 8.069 -0.618 2.580 0.011 0.149 -0.004
H 5.962 0.009 3.483 0.899 0.058 -0.536
H 5.199 -1.237 2.487 0.414 -0.265 -0.089
H 4.966 -1.029 4.191 -0.286 -0.860 0.174
H 7.343 -4.109 3.649 -0.088 -0.001 -0.146
H 5.752 -3.777 4.258 -0.236 -0.079 -0.144
H 6.096 -3.684 2.495 -0.177 0.338 0.063
H 9.333 -0.499 6.582 0.234 -0.051 0.321
H 10.295 -2.011 7.057 0.508 0.465 -0.623
H 8.709 -1.949 7.495 -0.457 0.705 0.096
H 6.233 -1.044 6.426 0.276 0.268 -0.204
C -0.304 4.006 3.549 0.854 -0.331 0.275
O -1.509 4.692 3.265 0.600 -0.083 0.071
H 0.451 4.139 2.774 -0.220 -0.278 -0.433
H 0.244 4.341 4.430 -0.445 0.574 0.485
H -0.452 2.943 3.737 -0.366 -0.038 -0.399
H -1.284 5.248 2.516 -0.435 0.165 0.009
C -1.989 -0.127 -10.154 -1.189 0.918 -1.064
O -3.419 0.012 -10.280 -0.315 -0.434 0.827
H -1.720 -0.649 -11.072 0.955 -0.208 0.349
H -1.624 0.900 -10.157 0.754 -0.181 0.092
H -1.700 -0.628 -9.230 -0.333 -0.089 -0.241
H -3.602 0.530 -11.067 0.119 -0.008 0.041
C 5.873 -1.889 -5.796 1.302 0.685 -0.540
O 4.642 -2.427 -6.205 0.293 0.120 0.079
H 5.926 -0.800 -5.777 -0.782 0.323 0.698
H 6.296 -2.308 -4.883 -0.342 -0.037 0.239
H 6.656 -1.991 -6.547 -0.251 -1.005 -0.451
H 3.979 -2.055 -5.619 -0.240 -0.081 -0.019
C -3.157 7.559 -7.420 1.401 0.234 -0.529
C -4.353 7.021 -6.759 -0.542 -0.508 1.202
C -5.317 8.138 -6.385 0.050 -0.366 -0.563
O -4.726 8.928 -5.410 0.311 1.421 1.434
C -5.557 10.007 -4.958 -0.347 -0.402 -0.917
N -5.016 5.985 -7.512 -0.745 -0.002 -0.862
H -2.504 6.738 -7.715 0.202 -0.020 0.020
H -2.631 8.162 -6.680 0.159 0.117 -0.221
H -3.331 8.157 -8.315 -0.307 0.064 -0.010
H -4.003 6.572 -5.829 0.097 0.222 0.506
H -6.246 7.693 -6.028 -0.378 0.084 0.015
H -5.479 8.753 -7.270 -0.486 -0.026 -0.332
H -5.121 10.629 -4.176 0.305 -0.774 0.244
H -6.539 9.611 -4.700 -0.038 -0.061 0.598
H -5.789 10.730 -5.740 0.249 -0.021 -0.640
H -4.370 5.296 -7.870 0.166 0.066 0.028
H -5.673 5.487 -6.929 -0.087 -0.036 0.037
C 9.060 4.068 -3.713 -0.746 -0.185 -0.037
C 8.992 4.793 -5.070 0.454 1.038 1.032
C 7.791 5.757 -5.220 0.330 -1.259 -0.309
O 6.635 5.009 -4.932 0.383 0.080 1.050
C 5.410 5.671 -5.068 -0.741 -0.947 -0.698
N 10.306 5.460 -5.411 -0.771 -1.228 -0.194
H 8.115 3.551 -3.548 -0.014 -0.186 -0.080
H 9.189 4.663 -2.808 0.200 0.552 -0.259
H 9.849 3.317 -3.718 0.080 -0.026 -0.095
H 8.853 3.999 -5.804 0.039 0.148 -0.229
H 7.717 5.997 -6.280 0.345 0.826 -0.065
H 7.863 6.611 -4.546 0.146 0.324 -0.149
H 5.198 5.803 -6.129 -0.174 0.079 -0.273
H 5.218 6.638 -4.603 0.746 0.094 0.519
H 4.711 4.938 -4.665 -0.342 0.319 -0.077
H 10.895 4.654 -5.256 0.773 -0.114 -0.588
H 10.683 6.074 -4.702 -0.710 0.479 0.452
C -7.454 0.018 2.023 -0.528 -0.622 0.259
C -6.902 0.774 3.217 1.143 -0.835 1.105
C -5.808 0.007 4.001 0.118 0.865 -1.041
O -5.110 0.927 4.816 1.032 -1.097 0.929
C -4.321 0.169 5.767 -1.315 0.333 0.600
N -6.453 2.116 2.791 -0.881 -0.849 -0.050
H -8.422 0.468 1.803 0.004 0.031 -0.460
H -7.662 -1.038 2.194 0.007 -0.145 0.362
H -6.808 0.026 1.145 0.104 0.361 0.050
H -7.652 0.851 4.004 -0.518 0.589 -0.313
H -5.104 -0.465 3.315 0.224 -0.176 -0.218
H -6.261 -0.783 4.601 -0.247 -0.128 0.106
H -3.532 0.744 6.252 0.257 0.174 -0.857
H -4.025 -0.821 5.419 0.577 0.292 -0.547
H -4.956 -0.077 6.617 -0.491 -0.054 0.219
H -5.871 1.923 1.989 0.934 0.123 -0.090
H -7.292 2.354 2.280 -0.399 1.137 -0.065
C -8.597 -4.729 -7.701 -0.992 -0.350 0.649
C -8.589 -4.242 -6.246 0.181 -1.694 0.362
C -8.178 -5.388 -5.227 -0.178 0.556 -0.845
O -9.049 -6.515 -5.323 0.721 -0.489 -0.164
C -8.714 -7.591 -4.433 -0.908 0.526 0.369
N -7.718 -3.085 -6.190 0.845 0.440 -0.005
H -7.599 -4.942 -8.081 0.024 -0.059 0.093
H -9.075 -3.957 -8.304 0.182 0.064 -0.158
H -9.235 -5.611 -7.759 0.150 -0.164 -0.234
H -9.610 -3.992 -5.958 -0.101 0.343 -0.096
H -8.216 -5.045 -4.193 0.123 0.409 0.084
H -7.145 -5.629 -5.479 0.260 -0.425 0.076
H -9.569 -8.267 -4.408 -0.089 0.090 -0.221
H -8.613 -7.213 -3.416 0.123 0.180 0.180
H -7.842 -8.215 -4.626 0.350 0.439 -0.677
H -6.848 -3.230 -5.699 -0.172 -0.273 1.232
H -7.269 -3.005 -7.092 -0.518 0.425 -0.642
C 0.899 11.903 3.317 0.334 -0.108 -0.708
C 0.008 10.684 3.047 -0.085 -0.927 -1.512
C 0.201 10.058 1.577 -1.007 0.007 0.769
O -0.857 9.134 1.196 -0.009 2.037 1.712
C -0.627 8.562 -0.048 1.019 -0.150 0.307
N 0.152 9.603 4.031 -0.070 0.685 -0.085
H 0.694 12.690 2.591 -0.024 0.052 -0.126
H 1.959 11.662 3.236 0.123 -0.104 0.004
H 0.746 12.357 4.296 -0.227 -0.297 0.141
H -1.011 11.068 3.089 -0.255 -0.305 -0.032
H 1.147 9.524 1.495 0.365 -0.130 0.301
H 0.242 10.852 0.832 -0.085 0.310 -0.040
H -1.535 8.044 -0.356 0.329 -0.092 -0.073
H 0.244 7.932 0.131 -0.060 -0.902 -0.678
H -0.278 9.283 -0.786 -0.408 0.321 -0.322
H 0.316 10.076 4.908 -0.109 -0.236 0.476
H 1.005 9.093 3.849 0.172 -0.172 -0.144
```
Forces are in eV/Å.

Summary:
Highest occupied orbital energy in eV: -6.763
Net charge: -1
E in a.u.: -5595.60919
LUMO level in Eh: 0.0704
Strongest force on any atom in Eh/bohr: 0.0561
Energy above the lowest of the compared OMol25 structures with the same formula, charge and spin in kcal/mol: 15.75
Kohn-Sham gap in eV: 8.68



Formula: C4H9NO
Source: the OMol25 dataset
Level of theory: ωB97M-V/def2-TZVPD

The geometry in XYZ format:
```
15
Properties=species:S:1:pos:R:3:forces:R:3
C -1.557 0.957 0.193 -0.052 0.070 -0.270
C -0.994 0.809 -1.204 0.376 1.108 0.209
N 0.334 0.479 -1.167 -0.879 -0.275 -0.511
C 0.386 -0.864 -0.547 0.121 -0.336 0.196
C 1.047 -0.891 0.846 -0.082 -0.226 -0.084
O 1.488 0.369 1.295 0.073 0.086 -0.128
H -0.892 0.902 1.069 -0.021 -0.201 -0.329
H -1.894 1.996 0.085 -0.122 0.033 0.270
H -2.475 0.389 0.371 0.086 0.043 -0.220
H -0.654 -1.203 -0.514 0.229 -0.380 0.321
H 0.749 0.472 -2.095 -0.092 -0.009 0.170
H 0.865 -1.544 -1.254 0.190 0.151 0.134
H 1.890 -1.587 0.799 0.018 0.041 0.177
H 0.317 -1.275 1.565 0.134 -0.031 0.033
H 1.389 0.989 0.557 0.021 -0.073 0.034
```
Forces are in eV/Å.

Summary:
Highest occupied orbital energy in eV: -8.216
Net charge: 0
E in a.u.: -287.67196
LUMO level in Eh: 0.0263
Strongest force on any atom in Eh/bohr: 0.0231
Energy above the lowest of the compared OMol25 structures with the same formula, charge and spin in kcal/mol: 100.71
Kohn-Sham gap in eV: 8.93



Which value of E does entry 4 give? -5299.34991 a.u.